123
Properties=species:S:1:pos:R:3:forces:R:3 method="wB97M-V/def2-TZVPD" homo_energy_ev=-5.7 energy_ha=-2466.3929 de_lowest_kcal_mol=100.50 total_charge=-1
C 0.6086 -0.3498 0.8377 -1.2719 -0.9102 2.6781
O -0.0018 0.9530 0.7503 0.6192 -0.6001 -3.1175
O -0.3128 -1.2318 1.4235 1.9231 0.7673 -2.1689
C 1.4062 -0.7199 -0.5023 -0.8174 -0.0856 0.5988
F 0.6340 -0.9261 -1.5478 -1.1395 -0.0938 -1.1423
F 2.3002 0.2247 -0.8829 -0.1694 0.0413 0.5463
F 2.1258 -1.8731 -0.3814 -0.3003 0.4589 0.6129
C -0.1685 1.7599 1.8479 -0.6031 1.0175 0.7166
C -0.7852 3.1317 1.4297 0.3086 -0.7104 0.1359
H -1.3029 3.5920 2.2713 -0.0101 -0.1171 0.1612
H 0.0056 3.8232 1.1387 -0.0084 -0.0016 -0.2793
H -1.5080 3.0046 0.6237 0.0707 -0.0234 -0.0699
H 0.7910 2.0023 2.3046 0.2430 -0.2770 0.4302
H -0.8549 1.3047 2.5618 0.1489 -0.2014 0.2819
H 1.5094 -0.2336 1.4403 0.3840 0.1641 0.9211
C 1.3114 6.7460 2.3850 -0.9775 0.1509 1.9024
C 1.4215 7.1709 0.9517 0.6550 -0.3206 1.4945
O 1.7348 6.0150 0.2159 0.1754 0.4840 -1.2405
H 1.8320 5.8604 2.7492 0.3691 -0.1731 -0.8883
H 0.2626 6.5413 2.6003 -0.1333 0.0518 0.3872
H 1.6758 7.5140 3.0673 -0.3652 0.3423 0.0848
H 2.2121 7.9206 0.9846 0.3463 -0.2699 -1.1356
H 0.4956 7.6825 0.6890 -0.0399 -0.1095 -0.5442
H 0.9400 5.4773 0.1897 -0.0605 -0.1791 -0.1038
C -2.7201 -0.9890 -1.9898 -0.8477 0.1655 0.4989
C -3.6038 -1.5256 -0.8486 0.3009 -0.1319 0.2910
O -3.3246 -0.8717 0.3632 -0.4022 0.4599 0.0181
H -2.6469 0.0958 -1.9122 -0.1141 0.1286 0.1579
H -3.1990 -1.1753 -2.9511 0.4252 -0.3961 -0.2151
H -1.7010 -1.3581 -1.8746 -0.1085 -0.2347 -0.3712
H -3.4512 -2.5913 -0.6779 0.2611 -0.3811 -0.3543
H -4.6815 -1.4486 -0.9930 -0.0377 0.4267 -0.4261
H -2.3719 -0.7641 0.4112 0.7024 -0.0514 0.5887
C 0.2095 2.5932 -2.1337 0.0619 0.1962 1.1090
C 1.5079 2.7376 -2.9201 0.0184 0.1613 1.7161
O 1.2608 2.8102 -4.2521 0.1333 0.3873 -1.9651
H 0.4311 2.7306 -1.0754 -0.0767 -0.2942 0.1337
H -0.3105 1.6400 -2.2290 0.5036 -0.4450 -0.1007
H -0.5988 3.2938 -2.3437 0.4285 0.6050 -0.5194
H 2.2324 1.9659 -2.6602 -0.2758 -0.7377 0.0074
H 2.1136 3.5971 -2.6327 -0.5629 0.6666 0.1835
H 1.1810 1.9233 -4.6107 -0.1540 0.0623 -0.5248
C -2.4572 6.5804 0.8021 -1.3200 -0.7065 -1.2022
C -3.8841 6.1690 1.2235 1.3669 -0.6991 2.5527
O -4.6003 7.2506 1.7800 -0.1689 1.1041 -0.6785
H -1.8919 5.6513 0.8764 0.2680 0.0640 -0.2048
H -1.9474 7.3372 1.3983 -0.5125 0.0927 -0.0107
H -2.5682 6.8268 -0.2538 0.8107 0.5297 -0.0455
H -3.6434 5.5162 2.0626 -0.4204 -0.5217 0.2824
H -4.4088 5.5135 0.5284 -0.1227 0.6025 -0.5227
H -5.4687 7.0260 2.1221 0.1111 -0.4804 -0.1743
C -2.5270 -6.0497 -0.1116 0.0863 1.3410 -0.2192
C -1.6559 -4.8020 0.1427 0.9629 -1.3287 -0.4420
O -1.9505 -4.1958 1.3528 -0.8310 0.2683 0.3831
H -3.5388 -5.7320 -0.3635 -0.1959 -0.0343 0.2280
H -2.5539 -6.6893 0.7705 0.1151 -0.0939 -0.1880
H -2.1458 -6.5440 -1.0052 0.1448 -0.3442 0.2601
H -1.6341 -4.1289 -0.7143 -0.7398 0.2574 -0.0130
H -0.6116 -5.1104 0.1914 0.3603 -0.4847 -0.1263
H -1.4506 -3.3763 1.3679 0.1465 0.6576 0.2750
C -3.8195 3.0779 -1.6631 0.9970 0.4667 0.3694
C -5.1700 2.4541 -1.6412 1.0140 -1.9639 -0.9344
O -6.0939 3.4065 -1.3022 -1.6027 1.1668 -0.0567
H -3.8337 3.7872 -0.8355 0.6648 -0.0386 0.1183
H -3.6932 3.6428 -2.5867 -0.0904 0.2565 -0.0710
H -2.9595 2.4087 -1.6378 -0.1276 -0.1364 0.3538
H -5.3076 1.5847 -0.9984 0.3381 0.1474 0.2321
H -5.2943 2.1133 -2.6690 -0.6668 -0.4862 -0.1838
H -6.1098 3.9607 -2.0858 -0.4418 0.5667 0.2167
C 0.4665 -3.3427 5.6466 0.5956 -0.5188 0.6010
C 0.3340 -2.7985 4.2469 -0.4792 -0.1478 0.4233
O -0.7219 -1.8878 4.1026 -0.0361 0.2463 0.8539
H 0.5436 -2.6629 6.4951 -0.0320 0.7397 -0.4425
H 1.4403 -3.8317 5.6191 0.0218 -0.4906 0.2933
H -0.2837 -4.0557 5.9886 -0.1599 -0.1567 -0.5387
H 0.1211 -3.6123 3.5537 0.3617 -0.3732 -0.0116
H 1.2868 -2.3506 3.9647 0.1475 0.1805 -0.1351
H -0.6367 -1.6555 3.1750 -0.3178 0.8464 -1.3818
C -0.4779 -3.9134 -3.1970 -0.2823 0.3116 -1.5362
C 0.1115 -5.2251 -3.7429 -0.3415 0.2513 0.8881
O -0.2265 -6.3037 -2.9363 -0.3910 -1.5014 1.2276
H -0.1097 -3.1562 -3.8892 0.1518 0.4988 0.4066
H -0.3817 -3.6163 -2.1527 0.9702 -0.3870 -0.1602
H -1.5555 -3.8422 -3.3452 -0.2902 -0.4972 -0.1901
H 1.2010 -5.2558 -3.7320 0.0378 0.5019 -0.3190
H -0.2810 -5.5174 -4.7169 0.2914 0.9309 -0.6002
H -1.1724 -6.4429 -3.0241 -0.0780 -0.0910 0.1741
C 0.0724 0.4839 6.7307 -0.2159 0.7239 -0.2380
C -0.8445 1.4846 5.9728 0.9848 -1.7400 -0.4366
O -1.6871 0.6151 5.1874 -0.9139 2.2611 0.5730
H -0.5756 -0.3372 7.0371 0.0410 0.1637 0.4993
H 0.6440 0.9145 7.5529 -0.1059 -0.0331 0.1463
H 0.7774 0.0161 6.0435 0.0868 0.2072 -0.1964
H -0.2862 2.2101 5.3812 0.5175 -0.3932 -0.7251
H -1.3557 2.2159 6.5989 -0.9813 -0.8767 0.4102
H -1.2052 -0.1253 4.8117 0.5755 -0.4270 -0.0439
C 1.6708 -0.8818 -4.5037 0.1057 -0.3595 0.2518
C 0.4812 -0.3814 -5.2968 0.5508 -0.3906 -0.7531
O 0.7378 0.8431 -5.9420 0.9635 1.1125 -0.2164
H 1.5156 -1.9372 -4.2799 -0.4176 0.0420 0.3653
H 1.7419 -0.3490 -3.5554 0.3357 -0.0383 -0.1203
H 2.6322 -0.9523 -5.0125 -0.0687 0.7808 -0.3398
H -0.3376 -0.2107 -4.5978 -0.4483 -0.6872 -0.2073
H 0.3364 -1.0377 -6.1549 -0.8462 -0.8179 0.5760
H 0.0636 1.0535 -6.5922 -0.1127 -0.0955 0.1936
C 5.0462 -0.8855 0.3738 -0.1206 1.7441 1.4544
C 6.3516 -1.5198 0.7421 -0.5680 -0.9111 -0.0633
O 7.3596 -0.6344 0.3909 1.4504 0.8974 -1.2211
H 4.8918 -0.7561 -0.6974 -0.1930 -0.6362 0.1312
H 5.1497 0.1353 0.7419 0.0141 0.4475 -0.0965
H 4.1933 -1.1945 0.9781 -0.0963 -0.7208 -0.6338
H 6.3818 -2.4443 0.1654 0.5443 -0.4201 0.1553
H 6.5686 -1.6935 1.7961 -1.1009 -0.5623 0.3131
H 8.1603 -1.1446 0.2485 0.1451 0.1575 -0.0121
C 3.8488 -4.6234 -1.5222 -0.0109 -0.5859 -1.2339
C 3.9075 -6.0966 -2.0113 -1.1046 1.1484 1.4208
O 5.1399 -6.6361 -1.6543 0.8809 -0.8519 0.0221
H 2.8213 -4.2925 -1.3710 0.0409 0.2535 -0.4240
H 4.3817 -4.1215 -2.3299 -0.2258 0.9069 0.3502
H 4.3635 -4.4372 -0.5796 0.1510 -0.3790 -0.0166
H 3.7689 -6.2029 -3.0872 0.0416 0.1443 0.0766
H 3.0970 -6.6042 -1.4882 -0.1765 -0.5197 -0.2706
H 5.0897 -6.7342 -0.7006 0.3595 -0.0834 0.0690